1.
Here is a molecular structure, C5H7N2 at a distorted geometry from the OMol25 dataset. Energies are from ωB97M-V/def2-TZVPD.

XYZ file:
```
14
C5H7N2 ωB97M-V/def2-TZVPD
C 1.211 -0.896 2.592
C 1.849 0.070 1.910
C 1.556 -0.467 0.685
C -1.068 0.940 -0.391
C -0.987 0.567 -1.701
N 0.606 -1.913 1.965
N 0.934 -1.647 0.703
H 2.103 1.059 2.300
H 1.817 0.051 -0.275
H 0.274 -2.847 2.340
H -0.755 0.142 0.342
H -1.434 1.778 0.114
H -1.200 1.269 -2.477
H -0.722 -0.552 -2.014
```

The HOMO-LUMO gap (alpha / beta) comes out at 4.20 / 4.85 eV. As for the total charge: +1.

=====

2.
Here is a gas-phase ion, C5H7N2 (charge +1) at a distorted geometry from the OMol25 dataset. Energies are from ωB97M-V/def2-TZVPD.

XYZ file:
```
14
C5H7N2 ωB97M-V/def2-TZVPD
C -1.405 -0.176 0.411
C -0.239 -0.199 -0.372
C 0.811 -0.574 0.404
C 1.561 -0.185 1.603
C -0.314 0.293 -1.789
N -0.962 -0.384 1.658
N 0.265 -0.861 1.758
H -2.358 0.023 0.150
H 2.276 -0.922 2.019
H 1.692 0.816 1.704
H 0.644 0.470 -2.221
H -1.013 -0.453 -2.276
H -0.820 1.262 -1.636
H -1.615 -0.483 2.510
```

The HOMO-LUMO gap comes out at 9.77 eV. As for the structure (SMILES): Cc1c[nH][n+]2c1C2. As for the total charge: +1.